No. 1
ORCA calculation (the ωB97M-V functional and the def2-TZVPD basis) on 8 unconnected molecules or ions with the total composition C46H60F3IN2O18S2.

Structure (XYZ):
```
132
Properties=species:S:1:pos:R:3
C 6.932 -4.472 2.538
C 7.084 -2.888 2.093
S 7.591 -2.756 0.295
C 6.135 -2.910 -0.873
C 4.757 -2.176 -0.372
C 4.602 -0.580 0.028
I 6.332 0.790 -0.059
C 3.169 0.078 0.476
C 1.819 -0.852 0.526
C 1.888 -2.457 0.157
C 0.484 -3.302 0.230
C -0.117 -3.450 1.781
C -1.504 -4.353 1.619
S -2.247 -4.890 3.261
C 3.361 -3.094 -0.289
N 3.481 -4.578 -0.691
C 2.717 -4.859 -1.965
O 2.961 -6.042 -2.583
F 1.737 -3.966 -2.627
C 3.079 -5.490 0.447
O 2.160 -6.487 0.316
F 3.649 -5.292 1.799
C 0.547 0.106 0.955
O -0.770 -0.161 1.000
N 1.260 1.419 1.240
C 0.638 2.345 2.262
C 0.377 3.815 1.532
F 1.488 2.617 3.453
C 2.732 1.594 0.924
O 3.411 2.743 0.978
H 7.835 -4.742 3.262
H 5.944 -4.702 3.122
H 7.082 -5.117 1.561
H 6.166 -2.216 2.397
H 8.003 -2.469 2.730
H 6.027 -4.043 -1.148
H 6.456 -2.359 -1.882
H 0.533 -4.385 -0.215
H -0.302 -2.709 -0.435
H 0.679 -3.935 2.489
H -0.426 -2.424 2.254
H -1.195 -5.341 1.027
H -2.316 -3.808 0.935
H -1.331 -4.697 4.316
H -0.432 1.943 2.596
H 1.207 4.587 1.905
H 0.491 3.778 0.360
H -0.678 4.231 1.878
O -1.429 3.308 3.979
C -1.461 4.374 4.571
C -1.779 4.551 6.025
C -2.057 6.030 6.110
C -1.199 6.592 5.007
O -1.167 5.580 4.002
H -0.906 4.266 6.619
H -2.652 3.961 6.312
H -1.836 6.462 7.090
H -3.115 6.218 5.889
H -0.173 6.789 5.338
H -1.619 7.512 4.591
O 5.440 1.403 5.222
C 5.502 2.620 5.165
C 4.539 3.506 4.435
C 5.295 4.809 4.367
C 6.154 4.756 5.604
O 6.447 3.373 5.800
H 3.622 3.598 5.023
H 4.323 3.116 3.437
H 4.648 5.689 4.330
H 5.932 4.818 3.474
H 5.631 5.131 6.490
H 7.085 5.316 5.479
O -1.972 -2.407 -1.692
C -1.568 -1.776 -2.654
C -0.285 -1.004 -2.710
C -0.488 -0.140 -3.929
C -1.404 -0.980 -4.780
O -2.211 -1.711 -3.857
H 0.547 -1.702 -2.840
H -0.148 -0.401 -1.810
H 0.443 0.129 -4.435
H -0.997 0.788 -3.641
H -0.855 -1.693 -5.404
H -2.043 -0.366 -5.421
O -2.362 -8.056 4.407
C -3.039 -8.434 3.465
C -2.759 -9.641 2.622
C -3.641 -9.401 1.423
C -4.775 -8.598 2.004
O -4.194 -7.831 3.057
H -3.055 -10.538 3.172
H -1.704 -9.689 2.341
H -3.971 -10.320 0.932
H -3.100 -8.798 0.684
H -5.560 -9.233 2.427
H -5.222 -7.928 1.263
O -4.928 1.185 -5.814
C -5.050 1.218 -4.601
C -6.335 1.035 -3.851
C -5.979 1.554 -2.481
C -4.503 1.265 -2.392
O -4.014 1.387 -3.727
H -6.588 -0.029 -3.830
H -7.142 1.616 -4.303
H -6.556 1.093 -1.675
H -6.148 2.636 -2.443
H -4.298 0.250 -2.037
H -3.986 1.979 -1.744
O -7.485 4.094 -3.736
C -7.569 4.712 -4.785
C -7.778 4.103 -6.138
C -7.412 5.241 -7.057
C -7.763 6.454 -6.236
O -7.527 6.073 -4.882
H -8.828 3.817 -6.243
H -7.124 3.241 -6.287
H -7.928 5.209 -8.020
H -6.332 5.224 -7.251
H -8.816 6.737 -6.342
H -7.138 7.314 -6.492
O 3.014 0.047 -4.905
C 3.172 1.023 -4.190
C 4.101 2.164 -4.471
C 4.184 2.843 -3.128
C 2.844 2.528 -2.516
O 2.487 1.246 -3.031
H 3.651 2.813 -5.228
H 5.079 1.805 -4.800
H 4.387 3.916 -3.191
H 4.981 2.383 -2.532
H 2.074 3.249 -2.808
H 2.894 2.486 -1.424
```

Values from the calculation:
Electronic energy ... -4645.8005 Ha
SMILES ... CCSCc1c(I)c2c(c(CCCS)c1N(C(=O)F)C(=O)F)C(=O)N([C@H](C)F)C2=O.O=C1CCCO1.O=C1CCCO1.O=C1CCCO1.O=C1CCCO1.O=C1CCCO1.O=C1CCCO1.O=C1CCCO1

These are the Löwdin partial charges, in e, on atoms 1 to 8:
1 C -0.19
2 C -0.52
3 S 0.70
4 C -0.47
5 C -0.11
6 C -0.48
7 I 0.82
8 C -0.03

---

No. 2
ORCA calculation (the ωB97M-V functional and the def2-TZVPD basis) on a molecular structure, C46H61BrN4PPbSe2Si.

Structure (XYZ):
```
117
Properties=species:S:1:pos:R:3
Pb 0.441 1.377 0.785
N 2.693 3.364 -1.136
P 2.501 1.667 -1.130
C 4.181 1.054 -0.910
C 5.197 1.363 -1.816
C 6.477 0.882 -1.608
C 6.747 0.083 -0.502
C 5.741 -0.227 0.399
C 4.457 0.261 0.200
C 2.035 1.236 -2.831
C 2.611 0.163 -3.507
C 2.121 -0.219 -4.747
C 1.051 0.459 -5.313
C 0.466 1.522 -4.638
C 0.951 1.906 -3.398
C 1.723 4.242 -0.690
C 1.891 5.622 -0.848
C 0.893 6.465 -0.418
C -0.261 5.934 0.158
C -0.344 4.570 0.287
N 0.629 3.734 -0.116
H 3.472 3.783 -1.620
H 4.982 1.962 -2.695
H 7.265 1.122 -2.310
H 7.748 -0.296 -0.345
H 5.953 -0.847 1.261
H 3.671 0.032 0.911
H 3.437 -0.378 -3.065
H 2.574 -1.051 -5.271
H 0.668 0.156 -6.279
H -0.373 2.048 -5.074
H 0.478 2.728 -2.870
H 2.793 6.006 -1.305
H 1.005 7.535 -0.533
H -1.068 6.567 0.495
H -1.220 4.097 0.717
C -3.784 2.238 4.566
C -2.325 2.163 4.195
C -1.580 3.312 3.968
C -0.229 3.262 3.634
C 0.534 4.545 3.454
C 0.393 2.010 3.509
Se 2.196 1.894 2.767
C -0.332 0.833 3.773
C 0.305 -0.530 3.735
C -1.679 0.937 4.110
H -4.167 3.253 4.459
H -3.937 1.933 5.602
H -4.388 1.572 3.945
H -2.059 4.281 4.058
H -0.134 5.404 3.514
H 1.069 4.574 2.505
H 1.294 4.643 4.232
H 0.754 -0.762 2.765
H -0.427 -1.302 3.969
H 1.121 -0.586 4.458
H -2.237 0.028 4.313
C -5.791 2.212 -1.703
N -5.524 2.440 -0.298
C -4.338 2.260 0.323
Se -2.746 1.690 -0.389
N -4.523 2.581 1.625
C -5.833 2.979 1.852
C -6.501 3.399 2.990
C -7.840 3.724 2.844
C -8.484 3.631 1.608
C -7.812 3.209 0.471
C -6.473 2.886 0.620
H -4.866 1.895 -2.178
H -6.145 3.132 -2.167
H -6.545 1.434 -1.817
H -3.775 2.524 2.296
H -6.002 3.469 3.947
H -8.400 4.056 3.707
H -9.531 3.893 1.536
H -8.311 3.136 -0.485
C -0.070 -5.684 -2.648
C -0.247 -4.235 -2.163
C -1.655 -4.087 -1.566
C -0.199 -3.303 -3.384
Si 1.093 -3.813 -0.857
Br 1.021 -1.516 -0.763
C 0.678 -4.371 0.933
C 0.412 -5.886 0.970
C 1.845 -4.068 1.885
C -0.546 -3.643 1.510
C 2.891 -4.174 -1.424
C 3.048 -3.901 -2.928
C 3.932 -3.292 -0.719
C 3.234 -5.652 -1.167
H -0.895 -5.937 -3.322
H -0.084 -6.406 -1.831
H 0.857 -5.821 -3.207
H -2.390 -4.246 -2.361
H -1.824 -3.089 -1.158
H -1.859 -4.822 -0.788
H -0.965 -3.628 -4.096
H 0.757 -3.318 -3.902
H -0.418 -2.270 -3.112
H 1.248 -6.466 0.576
H -0.485 -6.162 0.415
H 0.260 -6.196 2.008
H 2.737 -4.647 1.651
H 1.545 -4.332 2.903
H 2.107 -3.007 1.884
H -1.459 -3.836 0.953
H -0.397 -2.564 1.551
H -0.705 -3.996 2.534
H 2.769 -2.877 -3.185
H 2.461 -4.586 -3.540
H 4.099 -4.038 -3.202
H 3.789 -2.236 -0.954
H 4.926 -3.576 -1.080
H 3.933 -3.403 0.362
H 2.525 -6.334 -1.639
H 3.273 -5.887 -0.103
H 4.222 -5.869 -1.584
```

Values from the calculation:
Total charge ... +1
Energy relative to the best compared isomer or geometry (same formula, charge and spin) ... 50.8 kJ/mol

These are the Löwdin partial charges, in e, on atoms 1 to 8:
1 Pb 0.84
2 N -0.09
3 P 0.88
4 C -0.36
5 C -0.09
6 C -0.06
7 C -0.06
8 C -0.06

---

No. 3
ORCA calculation (the ωB97M-V functional and the def2-TZVPD basis) on a molecular structure, C46H61IN10OPSSn.

Structure (XYZ):
```
122
Properties=species:S:1:pos:R:3
Sn -0.396 0.323 -0.249
C 0.363 -6.722 0.349
C 0.690 -5.269 0.478
C 1.866 -4.733 -0.052
C 2.188 -3.415 0.167
C 1.343 -2.558 0.909
N 1.713 -1.271 1.205
C 2.921 -1.035 1.653
C 3.755 -2.106 2.172
C 5.038 -1.912 2.550
C 5.596 -0.615 2.485
C 6.987 -0.374 2.942
C 4.793 0.465 2.101
C 3.474 0.321 1.731
N 2.759 1.470 1.420
C 3.298 2.714 1.194
C 2.279 3.612 1.228
C 1.128 2.830 1.481
N 1.406 1.549 1.576
C 0.082 -3.075 1.330
C -0.201 -4.410 1.127
N -0.789 -2.330 2.147
C -1.447 -2.799 3.248
C -1.992 -1.726 3.890
C -1.597 -0.618 3.119
N -0.867 -0.978 2.079
H 1.179 -7.281 -0.102
H -0.532 -6.865 -0.255
H 0.150 -7.148 1.331
H 2.531 -5.364 -0.627
H 3.076 -2.985 -0.279
H 3.291 -3.069 2.326
H 5.622 -2.725 2.960
H 7.605 -1.264 2.835
H 6.966 -0.119 4.008
H 7.445 0.464 2.421
H 5.227 1.450 2.174
H 4.347 2.865 1.018
H 2.350 4.680 1.112
H 0.103 3.157 1.581
H -1.134 -4.812 1.499
H -1.443 -3.843 3.508
H -2.564 -1.730 4.800
H -1.798 0.426 3.299
C 1.030 4.299 -4.411
C 1.656 3.020 -4.008
N 2.554 2.361 -4.665
N 2.790 1.246 -3.915
C 2.059 1.188 -2.805
S 2.033 -0.042 -1.632
N 1.326 2.330 -2.851
N 0.382 2.656 -1.882
H 1.507 4.649 -5.323
H 1.151 5.058 -3.637
H -0.036 4.166 -4.604
H 3.464 0.564 -4.229
H -0.487 2.952 -2.325
H 0.740 3.413 -1.305
I -3.049 4.179 -2.070
C -3.884 3.179 -0.421
C -5.060 3.706 0.094
C -5.611 3.087 1.203
C -4.967 1.982 1.740
C -3.804 1.544 1.138
N -3.251 2.126 0.065
H -5.521 4.575 -0.351
H -6.525 3.466 1.640
H -5.364 1.466 2.603
H -3.291 0.666 1.514
O -1.090 -1.189 -1.574
P -2.119 -1.560 -2.685
C -1.151 -2.673 -3.771
C -1.609 -3.059 -5.190
C -2.491 -4.298 -5.279
C -1.840 -5.478 -4.572
C -1.544 -5.140 -3.115
C -0.650 -3.908 -2.986
C -3.519 -2.346 -1.828
C -4.006 -1.477 -0.640
C -5.222 -0.627 -0.992
C -6.422 -1.506 -1.386
C -5.988 -2.881 -1.907
C -4.695 -2.815 -2.717
C -2.592 0.055 -3.415
C -1.349 0.812 -3.931
C -1.015 0.573 -5.400
C -2.225 0.854 -6.290
C -3.451 0.049 -5.860
C -3.773 0.255 -4.383
H -0.279 -2.012 -3.881
H -0.693 -3.256 -5.756
H -2.089 -2.224 -5.685
H -2.664 -4.532 -6.330
H -3.472 -4.096 -4.845
H -0.901 -5.721 -5.078
H -2.470 -6.365 -4.637
H -1.048 -5.985 -2.640
H -2.483 -4.993 -2.576
H 0.333 -4.158 -3.393
H -0.486 -3.644 -1.938
H -3.028 -3.231 -1.403
H -3.193 -0.854 -0.257
H -4.276 -2.151 0.176
H -4.968 0.055 -1.803
H -5.487 0.006 -0.143
H -7.018 -0.993 -2.142
H -7.076 -1.645 -0.524
H -6.776 -3.313 -2.522
H -5.842 -3.572 -1.073
H -4.837 -2.159 -3.579
H -4.476 -3.800 -3.120
H -2.881 0.533 -2.462
H -0.485 0.592 -3.298
H -1.579 1.877 -3.816
H -0.669 -0.448 -5.548
H -0.181 1.218 -5.689
H -1.983 0.647 -7.332
H -2.467 1.920 -6.232
H -3.306 -1.012 -6.072
H -4.317 0.350 -6.449
H -4.638 -0.337 -4.096
H -4.073 1.300 -4.248
```

Values from the calculation:
Total charge ... +3
Energy relative to the best compared isomer or geometry (same formula, charge and spin) ... 0.0 kJ/mol

These are the Löwdin partial charges, in e, on atoms 1 to 8:
1 Sn 1.24
2 C -0.01
3 C -0.22
4 C 0.00
5 C -0.01
6 C -0.23
7 N 0.14
8 C -0.17

---

- What is the formula in the first record?
  C46H60F3IN2O18S2